Record 1
Computed, not measured: C7H14 in the gas phase at a distorted geometry, with ωB97M-V/def2-TZVPD.

XYZ file:
```
21
Properties=species:S:1:pos:R:3:forces:R:3:lowdin_charge:R:1
C -2.55576 1.47562 -1.28198 0.71 0.13 -0.84 -0.0078
C -1.78179 0.46918 -0.87466 -0.36 -0.14 0.93 -0.1874
C -1.07454 0.44666 0.45764 2.05 -0.08 -0.42 -0.2096
C 0.41814 0.90280 0.40541 -0.30 -0.57 -0.36 -0.2111
C 1.35035 0.04600 -0.49128 -0.58 0.13 0.83 -0.2057
C 1.48001 -1.42040 -0.00225 -0.54 0.27 -0.52 -0.2622
C 1.70923 -1.61339 1.48191 0.82 -0.60 1.04 -0.1319
H -2.30547 2.50615 -1.02389 -0.74 -0.23 0.89 0.0620
H -3.28115 1.36478 -2.08129 0.43 -0.02 -0.32 0.0460
H -1.67796 -0.44986 -1.43817 -0.67 -0.22 -0.01 0.0953
H -1.56670 1.02792 1.23248 -0.25 0.09 -0.16 0.1073
H -0.92959 -0.56926 0.84460 -0.89 -0.10 -0.21 0.0943
H 0.42206 1.94376 0.07090 0.42 0.02 0.41 0.1071
H 0.77679 0.71928 1.41885 0.16 0.96 0.09 0.0844
H 2.35816 0.46111 -0.42805 -0.04 0.26 -0.14 0.1030
H 1.00273 0.14309 -1.52560 0.23 -0.39 0.01 0.1032
H 2.30153 -1.85535 -0.57959 -0.12 -0.22 0.18 0.1037
H 0.58191 -1.99977 -0.22591 -0.07 0.08 -0.39 0.0964
H 1.68819 -2.67098 1.76771 -0.09 -0.11 -0.43 0.0711
H 0.98135 -1.18105 2.17467 -0.02 0.31 -0.40 0.0645
H 2.71085 -1.32005 1.82039 -0.17 0.42 -0.16 0.0775
```
Positions in Å, forces in eV/Å.

Output
Kohn-Sham gap in hartree: 0.376
LUMO in eV: 1.12
Total charge: 0
Multiplicity: 1
ΔE to the lowest compared entry with this formula, charge and spin in kJ/mol: 146.88
SMILES string: C=CCCCCC

***

Record 2
Computed, not measured: C16H14N2OS in the gas phase at a distorted geometry, with ωB97M-V/def2-TZVPD.

XYZ file:
```
34
Properties=species:S:1:pos:R:3:forces:R:3:lowdin_charge:R:1
C 1.97711 2.78269 0.05677 4.34 -1.98 -5.77 -0.0191
C 1.88333 1.45475 0.56782 1.97 -2.74 1.97 -0.2208
N 2.94343 0.57943 0.69912 2.41 6.67 -3.55 0.1679
C 2.64345 -0.42033 1.36850 2.59 -2.35 -0.05 -0.4425
C 3.54179 -1.42097 1.67505 -8.56 -5.73 6.02 0.1215
C 2.82919 -2.49994 2.53777 0.64 4.45 -2.39 0.0517
C 1.41392 -2.36271 2.91004 5.28 -6.96 1.67 -0.1081
C 0.78181 -1.48499 2.27420 -7.85 3.76 0.28 -0.1682
N 1.38131 -0.47185 1.65163 -4.72 2.38 -0.37 0.1030
C 0.82956 0.84059 1.15665 1.42 -5.18 1.87 -0.0411
C -0.50345 1.15668 1.18703 10.41 12.55 -3.19 -0.5334
O -0.54307 2.39656 0.84247 -0.79 -0.03 0.74 0.0212
C -1.60423 0.61366 1.18146 -14.36 -10.62 4.47 -0.4897
S -1.70277 -0.98346 0.39486 -0.30 0.34 -2.80 0.9488
C -2.05181 -0.28395 -1.38076 0.41 -9.98 4.96 -0.4576
C -2.08431 0.94714 -1.66229 -0.74 5.19 -5.19 -0.0438
C -2.42755 1.10987 -3.15862 3.18 14.66 11.98 -0.1264
C -2.67566 0.21726 -3.88742 -1.57 -10.44 -14.78 -0.2519
C -2.46750 -1.12209 -3.66487 0.20 -0.58 10.13 0.0001
C -2.31261 -1.51449 -2.12194 0.14 4.69 -7.54 -0.0152
H 1.98246 3.52582 0.68973 -1.16 3.68 3.64 0.0223
H 1.26009 2.81582 -0.74394 -0.37 0.93 -0.29 0.0866
H 3.12034 3.00642 -0.41129 -2.94 -1.22 0.81 0.1601
H 4.46777 -1.66970 1.56853 5.58 -0.28 -1.49 0.0349
H 3.29976 -3.39698 2.81149 1.00 -0.83 0.40 0.0656
H 0.92446 -3.26395 3.39678 0.59 1.57 -0.47 0.1362
H -0.40730 -1.52372 2.52185 3.01 0.80 -1.19 0.1407
H -2.66257 0.96710 1.07954 1.70 1.19 -0.12 0.1409
H -1.69541 0.09380 2.23845 -0.02 1.13 -0.96 0.1376
H -1.83654 1.84455 -1.05907 -0.27 -0.98 -0.34 0.1227
H -2.45753 2.24510 -3.39153 -0.03 -2.13 -0.16 0.1489
H -2.72378 0.28701 -5.17406 -0.45 0.79 3.64 0.1923
H -2.82582 -1.88423 -4.18561 -0.94 -2.96 -3.02 0.0347
H -2.29787 -2.58090 -1.96838 0.19 0.22 1.08 0.0801
```
Positions in Å, forces in eV/Å.

Output
Kohn-Sham gap in hartree: 0.300
LUMO in eV: 0.05
Total charge: 0
Multiplicity: 1
ΔE to the lowest compared entry with this formula, charge and spin in kJ/mol: 1284.67
SMILES string: Cc1nc2ccccn2c1C(=O)CSc1ccccc1

***

Record 3
Computed, not measured: a molecular structure, C46H47BrI2N6O2W, with ωB97M-V/def2-TZVPD.

XYZ file:
```
105
Properties=species:S:1:pos:R:3:forces:R:3:lowdin_charge:R:1
W -0.22917 -1.39259 0.07518 0.78 -0.04 -0.30 1.3830
C 0.01072 -5.63442 1.69492 -0.05 -0.29 0.06 -0.0205
C 0.36375 -4.30865 1.44276 0.05 0.35 -0.15 -0.1342
N -0.50450 -3.38651 1.04400 -0.30 -0.59 0.16 -0.0647
C -1.82198 -3.76476 0.96554 -0.24 -0.11 0.09 -0.2193
C -2.25689 -5.09338 1.13928 0.16 0.17 -0.01 -0.1437
C -1.28415 -6.04577 1.50866 0.10 0.15 0.00 0.0419
C -3.62372 -5.39001 0.95044 -0.19 0.01 -0.04 -0.0064
C -4.48951 -4.39376 0.58937 0.04 -0.24 0.08 -0.0333
C -4.06383 -3.05855 0.47246 0.20 0.34 -0.05 0.0051
C -2.74723 -2.72444 0.70511 -0.06 -0.32 0.15 -0.2589
N -2.13217 -1.47335 0.70397 -0.29 -0.02 -0.13 -0.0999
C -2.71125 -0.30812 1.17926 -0.11 0.23 0.18 -0.2118
C -4.00302 -0.10612 1.62779 0.28 -0.19 -0.16 0.0154
C -4.41910 1.17021 2.03704 0.01 0.28 0.03 -0.0369
C -3.57713 2.24931 2.00026 -0.17 0.00 0.03 -0.0125
C -2.23324 2.06854 1.61764 0.27 -0.18 -0.07 -0.1380
C -1.27702 3.10493 1.56900 0.05 -0.11 -0.01 0.0402
C 0.02434 2.81274 1.24628 -0.09 0.19 0.14 -0.0143
C 0.39143 1.49163 0.99531 0.14 -0.29 0.07 -0.0866
N -0.48254 0.49401 0.99633 -0.21 0.69 0.09 -0.0622
C -1.79501 0.77505 1.25908 -0.40 0.10 0.13 -0.1508
H 0.77704 -6.32214 2.02363 0.00 0.00 -0.03 0.1243
H 1.38769 -3.99292 1.57684 0.07 0.01 -0.12 0.0976
H -1.57295 -7.07876 1.65686 0.02 0.00 0.03 0.1372
H -3.97038 -6.40464 1.09568 0.01 0.00 -0.05 0.1275
H -5.53053 -4.62424 0.40842 0.00 0.00 0.01 0.1229
H -4.77839 -2.30508 0.17474 0.01 0.01 0.03 0.1175
H -4.70358 -0.92399 1.67411 -0.03 0.02 -0.02 0.1029
H -5.44034 1.30050 2.36897 0.00 -0.01 0.00 0.1221
H -3.91947 3.23693 2.27878 -0.01 -0.01 0.00 0.1259
H -1.58589 4.11872 1.79211 0.04 0.01 -0.01 0.1358
H 0.77780 3.58540 1.19500 0.02 -0.02 0.03 0.1205
H 1.42481 1.23460 0.79616 -0.01 -0.01 -0.07 0.1105
C 1.91715 0.44077 -7.11168 -0.03 0.08 0.02 -0.0331
C 1.54668 1.65465 -6.24467 0.03 -0.01 -0.10 -0.5546
C 2.81150 2.45563 -5.89846 -0.09 -0.01 0.01 -0.0415
C 0.61038 2.56376 -7.04579 0.04 -0.06 0.07 -0.0541
C 0.88910 1.14865 -4.96493 -0.05 0.05 0.00 -0.1480
C 1.65788 0.48922 -4.01021 0.18 -0.05 0.07 -0.0534
C 1.03063 0.06588 -2.86937 -0.27 -0.20 0.39 -0.4893
Br 2.02235 -0.80999 -1.45912 0.12 0.15 -0.22 0.8682
C -0.32667 0.21779 -2.57263 0.46 0.17 -0.63 -0.4045
O -0.76221 -0.20562 -1.37918 -0.83 0.13 0.10 -0.4369
C -1.11891 0.84788 -3.55151 -0.14 -0.16 0.41 -0.0732
C -0.46786 1.29726 -4.70126 0.08 -0.06 -0.07 0.0436
C -2.61966 1.16241 -3.40128 0.02 0.02 0.01 -0.5198
C -2.73100 2.59578 -2.85794 -0.06 -0.04 0.00 -0.0217
C -3.31523 1.07991 -4.76929 0.00 0.05 0.01 -0.0444
C -3.37805 0.21156 -2.46508 0.14 -0.03 -0.07 -0.0446
H 2.40933 0.77187 -8.02723 0.01 -0.02 0.00 0.0941
H 1.02074 -0.11725 -7.38812 0.02 -0.02 -0.01 0.0918
H 2.59267 -0.23627 -6.58581 0.02 0.01 -0.01 0.0824
H 3.21775 2.90868 -6.80282 0.03 -0.02 0.00 0.0917
H 3.59284 1.83070 -5.46469 0.01 0.00 0.01 0.0769
H 2.57825 3.25596 -5.19363 0.03 0.02 -0.01 0.0948
H 1.14704 2.96342 -7.90568 -0.01 -0.01 -0.02 0.0930
H 0.26673 3.40864 -6.44571 -0.02 0.01 -0.03 0.0948
H -0.25485 2.01785 -7.42543 -0.03 0.04 0.00 0.0882
H 2.71647 0.31928 -4.15030 0.00 0.01 -0.01 0.1174
H -1.07566 1.79169 -5.44276 0.09 0.02 0.02 0.0964
H -2.22993 3.29977 -3.52348 -0.01 0.02 0.01 0.0919
H -2.27428 2.67777 -1.86767 0.01 -0.03 0.00 0.0803
H -3.78014 2.88794 -2.77569 0.01 0.00 0.00 0.0958
H -3.01176 1.88033 -5.44274 -0.05 -0.02 -0.02 0.0809
H -4.39295 1.17101 -4.63254 0.01 0.02 -0.01 0.0914
H -3.11404 0.12275 -5.25383 -0.02 0.01 -0.02 0.1002
H -3.10935 0.37072 -1.42749 0.09 -0.07 0.17 0.0570
H -3.18998 -0.83249 -2.73262 -0.04 -0.03 0.05 0.0666
H -4.45117 0.38840 -2.55671 0.04 0.02 -0.05 0.0938
I -0.92819 -3.08359 -2.26751 0.34 -0.70 -0.41 1.1275
C 0.23287 -4.91833 -2.46494 -0.01 0.39 0.29 -1.0166
I 2.23090 -4.73100 -1.77319 -0.21 -0.09 -0.09 0.8011
H 0.25219 -5.15174 -3.52217 -0.04 0.10 -0.03 -0.0265
H -0.27204 -5.68899 -1.89593 -0.02 0.06 0.04 -0.0317
C 4.01568 5.01465 3.99508 0.03 -0.06 0.01 -0.0421
C 3.62458 3.73579 4.68206 -0.01 0.04 -0.05 -0.2729
C 2.32185 3.25587 4.63981 0.03 -0.06 -0.01 -0.0426
C 1.95674 2.07190 5.26562 0.03 -0.10 0.11 -0.0251
C 2.91195 1.33058 5.95216 -0.07 0.08 -0.10 -0.2506
N 2.62686 0.13264 6.66677 0.11 0.12 0.09 0.1391
C 1.62740 -0.77881 6.54284 -0.06 -0.29 -0.38 -0.5051
O 1.31704 -1.56767 7.39683 -0.07 0.15 0.14 0.1234
N 0.95197 -0.80945 5.27738 -0.04 0.32 0.26 0.1371
C 1.55672 -1.05210 4.07227 0.27 0.00 -0.22 -0.1990
C 2.94886 -1.13416 3.90632 -0.16 -0.03 -0.03 0.0512
C 3.44715 -1.46574 2.66476 -0.04 0.00 0.02 -0.0057
C 2.59011 -1.64558 1.59443 0.13 -0.09 -0.20 -0.1862
N 1.26299 -1.49615 1.71289 0.18 0.27 0.33 -0.1345
C 0.76845 -1.23451 2.93554 -0.05 -0.09 0.16 -0.0602
C 4.21776 1.80968 6.01716 0.02 -0.10 -0.04 -0.0173
C 4.56454 2.99245 5.39083 -0.01 0.01 0.02 -0.0272
H 3.13970 5.57619 3.67293 0.02 0.01 0.00 0.0762
H 4.63209 4.80382 3.11862 -0.02 0.04 -0.01 0.0863
H 4.60353 5.64853 4.65839 -0.01 0.02 -0.01 0.0880
H 1.55629 3.83276 4.13559 -0.01 0.03 -0.02 0.1051
H 0.92331 1.76244 5.25380 -0.07 -0.07 0.00 0.1080
H 3.16150 0.00387 7.51375 -0.08 -0.03 0.08 0.1644
H -0.00844 -1.10166 5.37541 0.02 -0.15 0.03 0.1566
H 3.61012 -0.97952 4.74643 0.01 -0.03 -0.03 0.1250
H 4.50937 -1.59689 2.51465 0.00 0.02 0.00 0.1284
H 2.98187 -1.95350 0.63527 -0.05 0.07 -0.01 0.0469
H -0.31054 -1.19731 3.02942 0.00 0.11 -0.07 0.1252
H 4.96299 1.25659 6.57751 0.01 -0.01 -0.02 0.1212
H 5.58343 3.35225 5.46558 0.00 -0.01 0.00 0.1241
```
Positions in Å, forces in eV/Å.

Output
Kohn-Sham gap (spin up / spin down) in hartree: 0.233 / 0.235
LUMO (spin up / spin down) in eV: -5.70 / -6.26
Total charge: +2
Multiplicity: 3
ΔE to the lowest compared entry with this formula, charge and spin in kJ/mol: 26.89